--- w ---
Entry from the OMol25 dataset: an isolated ion of composition C2H3N2OS and charge +1 (ωB97M-V/def2-TZVPD).

The calculation puts the HOMO-LUMO gap at 6.81 eV. As for the SMILES: O=[N+]1N[C@@H]1C=S. The lowest unoccupied orbital energy comes out at -0.270 Ha. As for the charge: +1.

Atoms and positions in Å:
O -0.37 -0.87 -2.60
N 0.12 -0.46 -1.60
N 0.79 -0.71 -0.49
C 0.10 0.58 -0.61
C -1.27 0.77 0.09
S -1.64 2.31 0.38
H 0.64 -1.49 0.19
H 0.73 1.39 -0.86
H -1.92 -0.21 0.04


--- x ---
Entry from the OMol25 dataset: an isolated ion of composition C2H3N2OS and charge +1 (ωB97M-V/def2-TZVPD).

The calculation puts the HOMO-LUMO gap at 8.53 eV. As for the SMILES: OS1#[N+]N=CC=1. The lowest unoccupied orbital energy comes out at -0.250 Ha. As for the charge: +1.

Atoms and positions in Å:
O 1.04 -1.83 -0.47
S 0.03 -1.08 0.50
N -1.75 -0.51 -0.10
N -1.76 0.66 -0.22
C -0.54 1.42 -0.06
C 0.50 0.61 0.24
H 1.64 -2.48 -0.07
H -0.75 2.40 -0.24
H 1.59 0.82 0.42


--- y ---
Entry from the OMol25 dataset: an isolated ion of composition C2H3N2OS and charge +1 (ωB97M-V/def2-TZVPD).

The calculation puts the HOMO-LUMO gap (spin up / spin down) at 7.51 / 7.38 eV. The lowest unoccupied orbital energy (spin up / spin down) comes out at -0.249 / -0.253 Ha. As for the charge: +1.

Atoms and positions in Å:
C 0.16 0.68 -1.28
C -0.72 0.29 1.08
N 0.81 -0.39 -0.96
N 0.73 -1.25 -0.19
O 1.14 -2.09 0.49
S -0.94 1.31 -0.18
H 0.24 1.04 -2.22
H -1.61 0.28 1.66
H 0.19 0.12 1.61


Which of them is most stable, and which least? Most stable: x; least stable: w.